Formula: C46H84NO33S5
Source: the OMol25 dataset
Level of theory: ωB97M-V/def2-TZVPD

Values from the calculation:
Kohn-Sham gap (spin up / spin down): 0.3241 / 0.2689 Ha
spin multiplicity: 2

Element x y z (Å)
H 16.737 17.517 3.077
H 18.511 12.651 -1.971
O 20.325 10.323 3.915
H 9.535 19.739 1.816
H 21.727 21.073 -0.877
O 14.022 16.844 -3.032
H 19.433 16.863 4.517
H 14.695 20.324 4.248
O 14.861 7.967 2.668
S 12.325 16.690 4.172
H 13.740 14.778 3.737
C 15.141 20.854 3.407
H 19.179 20.939 -0.826
H 12.576 14.496 4.947
O 18.140 19.381 -4.464
C 13.376 10.942 -5.401
H 12.721 10.603 2.089
O 11.238 14.370 0.679
H 23.023 13.714 2.715
O 13.363 17.870 3.996
H 20.195 17.014 -4.807
H 21.141 9.319 1.176
O 13.616 23.571 1.919
O 21.923 17.258 -2.497
O 13.130 12.153 -5.026
H 12.870 10.689 -0.195
H 18.411 15.681 3.769
C 15.501 16.377 0.469
H 17.541 9.403 4.634
C 17.061 17.699 5.845
H 20.441 15.844 1.378
H 16.223 20.921 3.287
C 19.082 15.940 -0.991
H 19.739 21.814 -2.311
H 20.787 13.264 -1.983
H 13.946 11.826 2.353
H 19.528 17.197 2.015
C 16.343 17.320 -0.388
H 22.421 19.938 0.326
C 19.022 18.539 -3.837
C 15.905 14.110 -0.779
C 11.074 15.269 -2.729
O 16.385 17.927 6.810
H 19.634 19.015 -3.071
C 20.032 8.984 3.883
H 10.624 14.319 -3.017
O 11.827 17.189 -3.536
H 18.132 18.292 -0.593
O 17.094 18.511 4.754
C 19.933 18.068 -4.901
C 17.718 17.608 0.147
H 12.384 18.095 -1.094
H 23.436 20.667 -2.478
O 19.078 18.190 -6.062
H 22.936 15.147 -1.058
C 23.529 20.060 -1.577
C 10.733 16.437 -3.566
H 20.915 18.517 -5.049
O 13.943 10.324 -4.352
H 20.573 13.193 -0.207
H 14.602 16.182 -0.114
H 18.260 20.786 -2.325
H 16.277 8.202 5.126
O 19.929 8.583 2.668
O 17.818 16.621 5.665
H 16.396 17.010 -1.432
H 17.043 21.295 0.544
C 20.626 10.469 -1.618
C 10.584 19.446 1.765
H 14.058 13.184 -3.438
C 13.309 15.237 4.627
H 17.597 18.228 1.035
H 15.740 13.183 1.698
C 16.193 14.966 0.592
S 10.565 18.645 0.067
H 14.059 15.604 5.328
H 19.476 9.829 1.073
H 23.669 13.581 -1.271
H 13.777 19.486 2.282
H 11.106 20.401 1.810
C 11.911 13.318 0.768
S 17.830 22.856 -1.242
O 10.366 19.786 -0.898
C 18.883 21.460 -1.737
H 12.494 12.323 -3.062
H 10.367 15.978 -4.484
C 13.424 12.318 -3.629
C 16.546 9.004 4.439
O 21.268 11.452 -1.103
H 12.302 16.925 6.640
H 15.980 10.572 2.138
H 18.452 17.695 -3.448
C 15.469 14.239 1.741
H 15.205 16.941 1.354
O 18.373 14.005 1.445
C 11.526 16.826 5.881
C 18.389 16.624 4.314
H 15.868 9.815 4.702
H 18.413 15.335 -1.603
O 12.618 12.759 -0.227
O 12.451 15.235 -2.814
H 12.740 17.584 0.579
H 14.839 13.885 -0.804
H 18.608 11.825 -0.321
O 17.386 19.582 -6.635
H 19.666 11.608 2.247
H 15.917 14.701 2.621
H 15.923 22.594 0.140
O 13.127 10.383 -6.487
H 17.645 10.135 2.043
C 14.246 11.139 -3.200
C 14.539 20.244 2.099
C 22.297 18.275 -1.901
H 16.138 14.635 -1.706
C 13.260 11.596 0.267
H 16.438 9.553 0.740
H 18.288 18.455 3.103
C 22.871 13.819 1.641
H 19.398 16.744 -1.655
O 19.368 10.835 -1.860
H 10.783 15.368 -1.683
C 13.048 11.595 1.780
O 21.040 9.340 -1.762
O 23.602 18.740 -1.881
O 21.469 19.147 -1.315
O 25.440 13.563 0.967
C 13.983 22.450 2.213
H 22.934 12.852 1.140
H 9.848 16.946 -3.184
C 20.279 9.610 1.776
C 20.393 10.879 2.607
O 13.925 21.364 1.461
H 15.380 19.759 1.603
H 20.506 17.374 0.597
C 12.851 16.434 -3.068
H 24.703 14.933 -1.465
C 19.816 16.691 1.093
H 21.385 11.329 2.561
H 13.881 10.692 -2.276
H 15.303 11.387 -3.096
H 16.286 13.092 -0.699
C 22.253 20.129 -0.734
H 14.326 11.512 0.051
C 19.088 12.043 -1.275
H 21.863 14.201 1.477
S 24.372 14.660 0.916
C 20.492 12.638 -1.141
O 19.800 8.262 4.873
H 10.828 18.713 2.534
C 12.405 18.409 -0.050
C 16.599 21.850 -0.283
H 24.344 20.396 -0.935
O 14.595 22.170 3.343
H 13.014 19.289 0.156
C 17.600 17.825 3.667
C 18.536 16.312 0.354
H 20.019 15.383 -0.969
H 16.154 21.214 -1.048
S 16.363 8.243 2.751
O 18.696 23.613 -0.231
C 16.646 9.784 1.784
O 12.155 12.627 1.967
H 15.829 18.280 -0.435
H 11.008 15.901 6.134
C 23.852 14.583 -0.882
H 14.385 14.327 1.673
N 17.670 15.188 0.990
C 18.205 19.164 -5.795
H 10.736 17.572 5.793

Formula: C7H9N
Source: the OMol25 dataset
Level of theory: ωB97M-V/def2-TZVPD

Values from the calculation:
energy relative to the best compared isomer or geometry (same formula, charge and spin): 115.56 kcal per mole
SMILES: c1ccncc1.C=C
Kohn-Sham gap: 0.3059 Ha
spin multiplicity: 1

Element x y z (Å)
H -1.103 1.101 -2.328
C 0.374 -1.799 0.144
C -1.207 1.655 -1.393
C 0.044 -0.658 -0.578
H -0.523 -0.681 -1.501
C 0.456 0.554 -0.137
C -1.657 1.044 -0.270
H -1.595 1.620 0.666
C 1.244 -1.701 1.222
C 1.682 -0.385 1.531
H 2.264 -0.249 2.368
H -2.189 0.077 -0.232
H 0.087 -2.762 -0.157
H -0.741 2.580 -1.415
H 1.622 -2.541 1.761
H 0.050 1.448 -0.632
N 1.192 0.698 0.950

Formula: CH3N2O2
Source: the OMol25 dataset
Level of theory: ωB97M-V/def2-TZVPD

Values from the calculation:
charge: +1
energy relative to the best compared isomer or geometry (same formula, charge and spin): 77.64 kcal per mole
SMILES: [NH2+]=C(O)N=O
Kohn-Sham gap (spin up / spin down): 0.3105 / 0.3106 Ha
spin multiplicity: 1

Element x y z (Å)
H -1.583 -0.845 -1.510
N 0.513 -1.224 0.272
H -0.392 1.753 0.322
O -1.122 -0.083 -0.869
H 0.833 1.295 1.429
N 0.461 1.190 0.524
O 1.137 -2.102 -0.187
C 0.153 0.015 0.020

Formula: C20H24N2O2S
Source: the OMol25 dataset
Level of theory: ωB97M-V/def2-TZVPD

Values from the calculation:
energy relative to the best compared isomer or geometry (same formula, charge and spin): 45.35 kcal per mole
SMILES: COc1ccc([C@H]2CCCN2C(=S)Nc2cccc(C)c2)cc1OC
Kohn-Sham gap: 0.3071 Ha
spin multiplicity: 1

Element x y z (Å)
H 1.373 -2.165 3.419
H -4.827 -0.959 2.831
C -2.747 -2.202 1.579
C 0.993 -0.534 1.124
H -0.161 3.220 2.224
C -0.122 1.665 0.712
N -0.759 2.265 -0.457
C -1.149 1.586 -1.550
S -1.372 2.315 -3.026
C 4.537 -2.282 -1.578
C 1.733 0.758 -0.748
H -1.698 -3.778 0.583
C -1.477 -1.919 -0.439
C -3.108 -0.860 1.561
C -0.537 3.699 -0.508
C -3.987 -0.296 2.636
C 0.894 0.612 0.338
H 5.192 -1.410 -1.473
H 0.725 4.931 0.776
C 0.688 3.922 0.369
C 1.218 -2.910 2.631
H -1.414 4.216 -0.100
H 1.458 2.575 1.915
N -1.324 0.231 -1.490
H -0.849 -2.324 -1.218
C 2.768 -1.368 -0.283
H -2.953 0.981 0.477
H -0.397 4.017 -1.542
H -3.108 -2.840 2.373
H 4.012 -2.226 -2.538
C -1.802 -0.565 -0.452
O 2.062 -2.682 1.531
C -1.952 -2.728 0.575
C 1.910 -1.526 0.829
H 3.302 -0.084 -1.912
H -1.295 -0.208 -2.401
H 5.139 -3.189 -1.551
H 0.163 -2.912 2.336
O 3.641 -2.390 -0.501
C 2.664 -0.225 -1.055
H -4.369 0.682 2.354
H 1.665 1.627 -1.384
H 1.491 -3.894 3.009
H 0.329 -0.643 1.967
H -3.425 -0.190 3.565
C 0.517 2.859 1.449
C -2.638 -0.051 0.536
H 1.599 3.741 -0.200
H -0.877 1.197 1.355

Formula: C27H31Cl3N2O4
Source: the OMol25 dataset
Level of theory: ωB97M-V/def2-TZVPD

Values from the calculation:
energy relative to the best compared isomer or geometry (same formula, charge and spin): 4.78 kcal per mole
SMILES: OCCN(CCO)c1ccc(C(c2ccccc2Cl)c2ccc(N(CCO)CCO)cc2Cl)c(Cl)c1
Kohn-Sham gap: 0.2987 Ha
spin multiplicity: 1

Element x y z (Å)
C -3.579 0.035 -0.609
C 5.232 -2.229 -1.141
C -1.124 -0.634 0.425
Cl -2.779 2.428 -1.490
H 4.733 -4.321 -1.415
C 5.997 -0.749 0.682
H 5.852 0.298 0.952
C -2.507 0.899 -0.715
C 2.073 0.919 0.812
H -1.995 -2.454 1.030
H -7.064 -1.928 1.281
C -1.249 0.594 -0.210
H -1.586 1.766 1.940
C -4.405 -3.286 0.928
H -0.343 5.680 3.106
H -2.816 -4.267 -0.195
H -4.512 0.360 -1.037
H -5.406 -3.554 1.278
C 0.531 4.915 1.314
H 6.951 -0.826 0.150
O -6.307 -0.094 1.182
C -0.099 1.561 -0.354
H -6.195 -2.802 -0.821
H -6.023 0.575 0.550
H -5.662 -1.214 -1.357
O 4.197 -3.774 0.444
H 5.135 -1.616 2.484
H 6.837 -1.122 2.630
H -3.792 -3.104 1.816
C 3.284 0.261 0.849
C 1.231 0.850 -0.290
H 6.262 -2.541 -0.964
C -0.296 4.847 2.422
O -3.907 -5.678 0.861
C -0.991 2.649 1.761
H -3.372 -5.591 1.658
H 3.312 -3.256 -1.340
C -2.179 -1.514 0.538
C -6.801 -1.213 0.497
H 3.732 -3.050 0.884
H -0.165 -0.911 0.838
Cl 1.642 3.950 -0.934
N 4.938 -1.161 -0.211
C 2.877 -0.588 -1.348
C 4.308 -3.444 -0.923
C -3.449 -1.209 0.023
N -4.499 -2.085 0.134
H -0.175 2.008 -1.355
H 1.766 1.500 1.670
C 1.665 0.071 -1.357
H 1.131 5.792 1.126
H 3.159 -1.144 -2.226
H 5.155 -1.898 -2.184
C 0.586 3.846 0.437
C -0.177 2.697 0.638
H -7.715 -0.966 -0.063
C -3.844 -4.479 0.131
Cl 0.661 -0.102 -2.761
H 3.885 0.342 1.741
H -4.454 -4.645 -0.760
H -1.699 3.651 3.510
C 6.106 -1.595 1.968
C -5.785 -1.847 -0.477
C 3.728 -0.503 -0.239
H 5.885 -3.405 1.284
O 6.579 -2.893 1.737
C -1.054 3.712 2.646

Formula: C4H6ClF
Source: the OMol25 dataset
Level of theory: ωB97M-V/def2-TZVPD

Values from the calculation:
energy relative to the best compared isomer or geometry (same formula, charge and spin): 19.09 kcal per mole
SMILES: C[C@]1(Cl)C[C@@H]1F
Kohn-Sham gap: 0.4207 Ha
spin multiplicity: 1

Element x y z (Å)
C -0.321 0.601 1.195
F -1.804 1.276 -0.573
H -1.218 0.349 1.744
H 0.226 1.746 -0.663
C -0.471 1.075 -0.147
H 0.450 1.068 1.835
C -0.038 -0.301 0.093
H -0.894 -1.738 -1.218
C -0.915 -1.521 -0.169
H -0.747 -2.472 0.408
H -1.991 -1.203 0.101
Cl 1.816 -0.492 -0.170

Formula: C9H21N2O2
Source: the OMol25 dataset
Level of theory: ωB97M-V/def2-TZVPD

Values from the calculation:
charge: +1
energy relative to the best compared isomer or geometry (same formula, charge and spin): 67.93 kcal per mole
SMILES: CCCCC[N@@H+](N)CCOC(C)=O
Kohn-Sham gap: 0.3830 Ha
spin multiplicity: 1

Element x y z (Å)
C -0.405 1.516 -1.050
H 0.451 -2.003 2.097
C 0.941 -0.610 -1.626
O -2.966 -1.882 -0.421
H -0.807 1.471 -2.133
H -1.426 3.549 -0.621
H 2.589 -0.891 0.703
H -1.156 0.891 -0.432
H 1.293 0.803 0.190
C -0.418 3.013 -0.465
N 1.698 -1.731 -0.914
H -3.035 0.425 0.786
H 1.831 1.523 -1.414
H -0.262 -0.800 0.853
H -3.832 -0.646 2.090
H 1.455 -0.513 -2.658
H -2.006 -0.206 2.271
H -0.331 4.135 1.458
H 1.216 3.198 1.125
H 0.094 -3.230 -0.787
H 1.493 -3.415 0.399
N 2.833 -1.290 -0.209
C 0.066 3.125 1.063
C -0.023 -1.897 1.052
H 2.073 -2.330 -1.682
C 1.066 0.826 -0.927
H 3.421 -0.667 -0.777
O -1.324 -2.585 1.132
C -2.364 -1.697 0.666
H -0.136 -0.930 -1.858
H -0.330 2.306 1.749
C -2.866 -0.419 1.531
C 0.805 -2.636 -0.101
H 0.363 3.597 -1.088

Formula: C6H14NO
Source: the OMol25 dataset
Level of theory: ωB97M-V/def2-TZVPD

Values from the calculation:
charge: -1
energy relative to the best compared isomer or geometry (same formula, charge and spin): 66.29 kcal per mole
SMILES: CC(C)CCNC[O-]
Kohn-Sham gap: 0.2151 Ha
spin multiplicity: 1

Element x y z (Å)
H -0.323 -4.071 0.712
O 0.594 -3.450 -0.927
C -0.149 -0.822 1.156
C -1.382 1.346 -0.452
H 1.334 2.679 0.123
N 0.526 -2.021 0.793
H 0.278 0.737 -1.613
H 1.215 -1.855 0.127
C 0.594 0.506 0.670
H 1.791 2.192 -1.445
H -1.980 0.385 -0.551
H 1.552 0.267 0.521
H 0.564 1.199 1.478
H 0.109 3.162 -1.172
H -1.126 -2.760 -0.344
C 0.917 2.424 -0.816
H -0.209 -0.903 2.244
H -1.488 1.662 0.595
C 0.061 1.143 -0.655
C -0.194 -3.266 0.024
H -1.118 -0.611 0.863
H -1.565 2.057 -1.330

> What is the spin multiplicity in the first record?

2

> What is the spin multiplicity in the fourth record?

1

What did the seventh record say?
Formula: C9H21N2O2
Source: the OMol25 dataset
Level of theory: ωB97M-V/def2-TZVPD

Values from the calculation:
charge: +1
energy relative to the best compared isomer or geometry (same formula, charge and spin): 67.93 kcal per mole
SMILES: CCCCC[N@@H+](N)CCOC(C)=O
Kohn-Sham gap: 0.3830 Ha
spin multiplicity: 1

Element x y z (Å)
C -0.405 1.516 -1.050
H 0.451 -2.003 2.097
C 0.941 -0.610 -1.626
O -2.966 -1.882 -0.421
H -0.807 1.471 -2.133
H -1.426 3.549 -0.621
H 2.589 -0.891 0.703
H -1.156 0.891 -0.432
H 1.293 0.803 0.190
C -0.418 3.013 -0.465
N 1.698 -1.731 -0.914
H -3.035 0.425 0.786
H 1.831 1.523 -1.414
H -0.262 -0.800 0.853
H -3.832 -0.646 2.090
H 1.455 -0.513 -2.658
H -2.006 -0.206 2.271
H -0.331 4.135 1.458
H 1.216 3.198 1.125
H 0.094 -3.230 -0.787
H 1.493 -3.415 0.399
N 2.833 -1.290 -0.209
C 0.066 3.125 1.063
C -0.023 -1.897 1.052
H 2.073 -2.330 -1.682
C 1.066 0.826 -0.927
H 3.421 -0.667 -0.777
O -1.324 -2.585 1.132
C -2.364 -1.697 0.666
H -0.136 -0.930 -1.858
H -0.330 2.306 1.749
C -2.866 -0.419 1.531
C 0.805 -2.636 -0.101
H 0.363 3.597 -1.088